Entry 1:
ORCA calculation (ωB97M-V with the def2-TZVPD basis set) on C34H32BrClF4N3O5OsPSe as an isolated structure.

The spin multiplicity is 5. The total energy is -8121.59802 Eh. The value obtained for the highest occupied orbital energy (spin up / spin down) is -0.4831 / -0.4791 Ha. The orbital gap (spin up / spin down) comes out at 7.18 / 2.67 eV. The LUMO energy (spin up / spin down) is -5.97 / -10.37 eV. The total charge is +2.

Element x y z (Å)
Os  -0.93  -0.97  -1.41
F  2.95  -6.77  -2.10
C  2.06  -5.84  -2.34
C  1.18  -5.97  -3.40
F  1.22  -7.04  -4.16
C  0.24  -4.98  -3.65
F  -0.59  -5.14  -4.67
C  0.15  -3.84  -2.87
P  -1.13  -2.58  -3.18
C  -2.72  -3.38  -2.97
C  -3.39  -3.97  -4.04
C  -4.60  -4.60  -3.81
C  -5.14  -4.64  -2.53
C  -4.48  -4.05  -1.47
C  -3.27  -3.42  -1.69
C  -0.90  -1.99  -4.84
C  -1.99  -1.47  -5.54
C  -1.79  -0.93  -6.80
C  -0.52  -0.90  -7.35
C  0.57  -1.40  -6.65
C  0.39  -1.95  -5.39
C  1.06  -3.74  -1.82
Br  1.09  -2.20  -0.68
C  2.00  -4.70  -1.54
F  2.85  -4.55  -0.53
H  -2.97  -3.95  -5.04
H  -5.12  -5.07  -4.64
H  -6.09  -5.13  -2.37
H  -4.90  -4.08  -0.47
H  -2.75  -2.96  -0.84
H  -2.98  -1.48  -5.11
H  -2.63  -0.54  -7.35
H  -0.37  -0.48  -8.34
H  1.56  -1.38  -7.08
H  1.24  -2.34  -4.85
C  0.68  1.00  4.83
C  -0.36  2.08  4.55
C  -0.78  2.72  5.89
C  -1.61  1.39  3.99
C  0.16  3.19  3.57
O  -0.95  3.83  2.94
C  1.00  4.31  4.22
C  2.36  4.01  4.88
C  3.44  3.58  3.92
C  3.80  4.38  2.84
C  4.78  3.99  1.94
C  5.41  2.77  2.12
Cl  6.63  2.26  0.98
C  5.10  1.97  3.19
C  4.12  2.38  4.09
C  0.98  2.66  2.37
N  0.18  2.02  1.32
C  -0.05  0.72  1.15
N  -0.84  0.49  0.12
C  -1.17  1.82  -0.40
N  -0.39  2.76  0.36
H  0.33  0.36  5.64
H  1.65  1.39  5.13
H  0.84  0.34  3.97
H  -1.27  1.97  6.51
H  -1.49  3.54  5.74
H  0.07  3.11  6.45
H  -1.93  0.62  4.69
H  -1.45  0.91  3.03
H  -2.44  2.09  3.86
H  -1.38  4.42  3.57
H  0.37  4.80  4.96
H  1.15  5.05  3.43
H  2.26  3.28  5.68
H  2.67  4.94  5.36
H  3.32  5.35  2.71
H  5.06  4.62  1.11
H  5.63  1.03  3.33
H  3.89  1.75  4.94
H  1.75  1.96  2.68
H  1.46  3.50  1.88
H  0.39  -0.02  1.80
H  -2.24  2.06  -0.27
O  -0.81  1.82  -1.77
Se  -2.20  1.50  -2.84
O  -1.53  1.32  -4.27
O  -2.51  -0.08  -2.16
O  -3.40  2.47  -2.48



Entry 2:
ORCA calculation (ωB97M-V with the def2-TZVPD basis set) on C34H32Cl2N3O9PS2SeV as an isolated structure.

The spin multiplicity is 4. The total energy is -7560.06446 Eh. The value obtained for the highest occupied orbital energy (spin up / spin down) is -0.0557 / -0.1075 Ha. The orbital gap (spin up / spin down) comes out at 5.36 / 6.77 eV. The LUMO energy (spin up / spin down) is 3.85 / 3.85 eV. The energy above the lowest of the compared OMol25 structures with the same formula, charge and spin is 11.9 kcal/mol. The total charge is -2.

Element x y z (Å)
V  1.09  0.42  -0.74
O  1.67  4.38  -1.61
S  1.05  3.20  -1.07
O  0.45  2.27  -2.03
O  1.87  2.41  -0.13
C  -0.30  3.81  -0.04
C  -0.40  5.19  0.12
C  -1.42  5.74  0.88
C  -2.36  4.91  1.47
C  -2.27  3.54  1.29
C  -1.23  2.97  0.56
P  -1.15  1.15  0.27
C  -1.55  0.33  1.85
C  -1.66  0.93  3.10
C  -1.93  0.16  4.22
C  -2.08  -1.22  4.11
C  -1.93  -1.82  2.87
C  -1.66  -1.06  1.74
C  -2.72  0.96  -0.66
C  -3.94  0.67  -0.05
C  -5.09  0.57  -0.80
C  -5.04  0.76  -2.18
C  -3.83  1.04  -2.79
C  -2.67  1.15  -2.04
H  0.34  5.81  -0.36
H  -1.48  6.81  1.01
H  -3.18  5.33  2.04
H  -3.04  2.90  1.72
H  -1.50  1.99  3.21
H  -2.01  0.63  5.19
H  -2.28  -1.81  4.99
H  -2.01  -2.90  2.77
H  -1.50  -1.54  0.78
H  -3.98  0.50  1.02
H  -6.04  0.34  -0.32
H  -5.94  0.66  -2.77
H  -3.77  1.15  -3.87
H  -1.72  1.34  -2.52
C  1.81  -3.98  -6.73
C  2.34  -2.98  -5.72
C  3.63  -3.08  -5.22
C  4.10  -2.17  -4.28
C  3.28  -1.14  -3.85
C  1.98  -1.03  -4.34
C  1.52  -1.95  -5.27
S  3.83  0.00  -2.58
O  5.25  -0.31  -2.43
O  3.48  1.32  -3.06
N  3.00  -0.33  -1.30
C  3.32  -1.61  -0.67
C  2.20  -2.06  0.28
O  2.34  -3.13  0.88
O  1.20  -1.28  0.39
H  2.54  -4.77  -6.91
H  1.59  -3.50  -7.68
H  0.89  -4.44  -6.37
H  4.27  -3.89  -5.55
H  5.10  -2.23  -3.88
H  1.33  -0.24  -3.98
H  0.50  -1.86  -5.62
H  4.24  -1.55  -0.08
H  3.47  -2.42  -1.39
C  1.57  -1.74  3.46
N  1.26  -0.87  4.59
C  0.79  -1.27  5.82
C  0.59  -0.16  6.56
N  0.94  0.91  5.76
C  0.85  2.30  6.15
C  1.37  0.48  4.54
Se  1.96  1.48  3.13
H  1.41  -2.78  3.77
H  2.60  -1.60  3.16
H  0.94  -1.51  2.61
H  0.63  -2.31  6.04
H  0.21  -0.04  7.56
H  1.55  2.52  6.95
H  -0.17  2.53  6.48
H  1.10  2.90  5.27
Cl  -0.49  -3.74  -1.39
C  -1.54  -2.83  -2.48
Cl  -3.18  -2.67  -1.77
C  -1.01  -1.41  -2.82
O  -1.31  -1.01  -3.95
O  -0.37  -0.84  -1.91
H  -1.66  -3.41  -3.39



Entry 3:
ORCA calculation (ωB97M-V with the def2-TZVPD basis set) on C34H32N6O2Sc as an isolated structure.

The spin multiplicity is 1. The total energy is -2554.60231 Eh. The value obtained for the highest occupied orbital energy is -0.3759 Ha. The orbital gap comes out at 8.01 eV. The LUMO energy is -2.21 eV. The energy above the lowest of the compared OMol25 structures with the same formula, charge and spin is 10.3 kcal/mol. The total charge is +1.

Element x y z (Å)
Sc  -0.07  0.19  -0.13
O  0.26  -1.31  1.09
C  0.27  -1.57  2.36
C  1.23  -2.46  2.90
C  1.29  -2.72  4.25
C  0.36  -2.16  5.12
C  -0.63  -1.34  4.63
C  -0.69  -1.02  3.26
C  -1.77  -0.23  2.75
N  -1.78  0.33  1.59
C  -3.02  0.90  1.15
C  -3.42  0.15  -0.12
N  -2.32  0.19  -1.07
C  -2.64  0.13  -2.32
C  -1.73  0.18  -3.41
C  -2.21  0.00  -4.72
C  -1.37  0.04  -5.80
C  -0.01  0.28  -5.61
C  0.49  0.49  -4.36
C  -0.34  0.45  -3.21
O  0.14  0.69  -2.04
H  1.93  -2.92  2.22
H  2.05  -3.37  4.64
H  0.40  -2.39  6.17
H  -1.37  -0.92  5.29
H  -2.64  -0.14  3.40
H  -2.88  1.97  0.93
H  -3.82  0.80  1.91
H  -4.34  0.56  -0.55
H  -3.61  -0.90  0.15
H  -3.70  0.03  -2.59
H  -3.27  -0.19  -4.87
H  -1.76  -0.09  -6.80
H  0.65  0.31  -6.47
H  1.54  0.69  -4.22
C  2.79  1.79  -0.55
N  2.42  0.38  -0.34
C  2.96  -0.10  0.94
C  2.32  0.62  2.10
C  2.93  0.66  3.35
C  2.30  1.31  4.39
C  1.09  1.95  4.14
C  0.58  1.89  2.86
N  1.15  1.21  1.87
C  2.94  -0.45  -1.42
C  2.15  -1.72  -1.68
C  2.78  -2.81  -2.27
C  2.02  -3.92  -2.59
C  0.66  -3.91  -2.31
C  0.13  -2.78  -1.72
N  0.85  -1.71  -1.40
C  1.66  2.68  -1.00
C  1.86  3.61  -2.01
C  0.86  4.53  -2.29
C  -0.31  4.49  -1.55
C  -0.45  3.50  -0.60
N  0.50  2.61  -0.33
H  3.62  1.87  -1.27
H  3.15  2.20  0.40
H  4.05  0.03  0.99
H  2.73  -1.17  1.01
H  3.89  0.18  3.51
H  2.74  1.33  5.37
H  0.58  2.49  4.92
H  -0.33  2.43  2.59
H  4.00  -0.71  -1.25
H  2.87  0.12  -2.35
H  3.84  -2.78  -2.47
H  2.49  -4.79  -3.04
H  0.04  -4.76  -2.54
H  -0.93  -2.72  -1.48
H  2.78  3.62  -2.57
H  1.00  5.26  -3.08
H  -1.09  5.22  -1.72
H  -1.35  3.41  -0.02



Entry 4:
ORCA calculation (ωB97M-V with the def2-TZVPD basis set) on a 2-piece molecular cluster, C34H32O7 overall.

The spin multiplicity is 1. The total energy is -1841.39920 Eh. The value obtained for the highest occupied orbital energy is -0.2714 Ha. The orbital gap comes out at 5.77 eV. The LUMO energy is -1.62 eV. The total charge is 0.

Element x y z (Å)
C  -5.27  -0.77  4.60
O  -4.38  0.35  4.82
C  -3.35  0.53  3.95
C  -2.55  1.70  4.11
C  -1.49  1.93  3.25
C  -1.19  1.02  2.23
C  0.01  1.27  1.31
C  1.19  0.44  1.55
C  1.17  -0.90  2.09
O  0.21  -1.66  2.06
O  2.39  -1.35  2.59
C  3.01  -0.32  3.42
C  2.07  0.06  4.55
C  4.32  -0.91  3.94
O  3.35  0.79  2.57
C  2.50  1.10  1.54
O  2.87  1.87  0.67
C  -2.00  -0.09  2.04
C  -3.06  -0.36  2.89
H  -6.08  -0.60  5.31
H  -5.66  -0.78  3.57
H  -4.77  -1.72  4.81
H  -2.80  2.39  4.91
H  -0.88  2.83  3.35
H  -0.30  1.11  0.27
H  0.33  2.32  1.40
H  1.12  0.44  4.17
H  1.88  -0.83  5.15
H  2.55  0.81  5.19
H  5.03  -1.03  3.12
H  4.75  -0.23  4.68
H  4.13  -1.87  4.40
H  -1.80  -0.78  1.23
H  -3.67  -1.25  2.72
C  5.25  -5.59  -2.43
O  3.98  -5.55  -1.73
C  3.38  -4.34  -1.57
C  2.37  -4.24  -0.58
C  1.85  -3.01  -0.28
C  2.18  -1.84  -1.03
C  1.41  -0.66  -0.81
C  1.39  0.48  -1.69
C  0.12  1.04  -2.02
C  0.01  2.25  -2.68
C  1.17  2.79  -3.26
O  1.02  3.88  -4.11
C  0.95  3.65  -5.49
C  0.00  4.39  -6.19
C  -0.13  4.19  -7.57
C  0.71  3.30  -8.24
C  1.67  2.58  -7.52
C  1.80  2.74  -6.13
C  2.43  2.25  -2.99
C  2.54  1.12  -2.20
C  3.16  -1.97  -2.04
C  3.77  -3.18  -2.31
H  5.69  -6.54  -2.13
H  5.08  -5.57  -3.52
H  5.90  -4.75  -2.15
H  2.05  -5.14  -0.06
H  1.13  -2.93  0.53
H  0.49  -0.84  -0.25
H  -0.79  0.53  -1.70
H  -0.95  2.74  -2.81
H  -0.62  5.09  -5.65
H  -0.89  4.75  -8.11
H  0.63  3.17  -9.32
H  2.36  1.90  -8.02
H  2.55  2.19  -5.55
H  3.32  2.74  -3.41
H  3.53  0.75  -1.93
H  3.43  -1.11  -2.65
H  4.53  -3.26  -3.09



- What is the total charge in the fourth record?
  0